{
  "formula": "C34H55BHfN7O2SSi3",
  "method": "ωB97M-V/def2-TZVPD",
  "relative_energy_ev": 1.419,
  "molar_mass_g_mol": 899.488,
  "total_charge": -1,
  "energy_ev": -87132.2139,
  "symbols": ["Hf", "C", "O", "Si", "C", "C", "C", "Si", "C", "C", "C", "Si", "C", "C", "C", "H", "H", "H", "H", "H", "H", "H", "H", "H", "H", "H", "H", "H", "H", "H", "H", "H", "H", "H", "H", "H", "H", "H", "H", "H", "H", "H", "C", "C", "N", "C", "C", "C", "S", "N", "C", "O", "C", "C", "C", "C", "C", "C", "H", "H", "H", "H", "H", "H", "H", "H", "H", "H", "H", "H", "H", "H", "H", "B", "N", "C", "C", "C", "N", "N", "C", "C", "C", "N", "H", "H", "H", "H", "H", "H", "H", "H", "N", "C", "C", "C", "C", "C", "C", "H", "H", "H", "H", "H"],
  "coordinates": [[-0.530, 0.277, 1.235], [0.154, 2.876, 2.976], [-0.655, 2.292, 1.991], [-2.198, 2.710, 1.333], [-1.940, 4.573, 1.170], [-3.755, 2.594, 2.409], [-1.918, 1.412, -0.049], [-3.274, 0.007, -0.323], [-4.655, 1.084, -1.148], [-3.171, -0.947, -2.000], [-4.850, -0.411, 0.858], [-0.847, 2.115, -1.326], [-1.231, 1.522, -3.080], [1.079, 1.662, -0.827], [-0.730, 4.001, -1.668], [0.505, 2.054, 3.607], [-0.375, 3.624, 3.553], [1.112, 3.194, 2.490], [-2.428, 4.940, 2.067], [-2.516, 4.965, 0.293], [-0.914, 5.003, 1.165], [-3.961, 3.517, 3.008], [-3.752, 1.713, 3.071], [-4.654, 2.515, 1.806], [-4.183, 1.671, -1.993], [-5.200, 1.717, -0.435], [-5.317, 0.350, -1.646], [-3.387, -0.356, -2.891], [-3.851, -1.774, -1.993], [-2.138, -1.381, -2.113], [-5.452, -1.246, 0.422], [-5.569, 0.410, 1.006], [-4.584, -0.786, 1.882], [-1.201, 0.452, -3.235], [-0.753, 2.056, -3.898], [-2.302, 1.775, -3.130], [3.586, -0.343, -1.737], [1.595, 2.597, -0.769], [1.221, 0.782, -2.786], [-1.671, 4.355, -2.114], [-0.010, 4.152, -2.478], [-0.427, 4.666, -0.920], [4.845, -2.451, -2.827], [3.991, -2.883, -1.613], [2.602, -2.676, -1.846], [1.853, -3.907, -2.228], [1.683, -3.842, -3.743], [1.899, -1.558, -1.686], [0.223, -1.549, -1.525], [2.537, -0.312, -1.683], [1.905, 0.963, -1.973], [1.063, 1.051, 0.415], [2.971, 1.963, -2.587], [3.933, 2.574, -1.714], [4.991, 3.307, -2.281], [5.116, 3.388, -3.668], [4.192, 2.784, -4.492], [3.114, 2.085, -3.945], [4.232, -2.210, -3.718], [5.580, -3.252, -3.133], [5.463, -1.606, -2.527], [4.314, -2.237, -0.758], [4.121, -3.907, -1.252], [0.836, -3.865, -1.783], [2.294, -4.840, -1.904], [1.035, -3.054, -4.031], [1.232, -4.699, -4.248], [2.652, -3.729, -4.237], [3.902, 2.338, -0.621], [5.752, 3.738, -1.621], [5.949, 3.977, -4.067], [4.316, 2.833, -5.581], [2.479, 1.595, -4.680], [1.632, 0.167, 4.418], [0.058, 0.188, 4.590], [-0.616, 0.236, 5.734], [-1.956, -0.123, 5.520], [-2.030, -0.302, 4.136], [-0.874, -0.041, 3.525], [1.936, -0.520, 3.053], [3.187, -0.889, 2.664], [3.118, -1.820, 1.626], [1.724, -2.031, 1.476], [0.997, -1.207, 2.234], [2.128, -0.347, 5.357], [2.148, 1.279, 4.503], [-0.087, 0.592, 6.584], [-2.769, -0.218, 6.279], [-2.880, -0.703, 3.575], [4.056, -0.498, 3.183], [3.929, -2.427, 1.252], [1.266, -2.759, 0.833], [-2.099, -1.068, 0.687], [-2.297, -2.376, 1.010], [-3.091, -3.277, 0.282], [-3.258, -4.636, 0.612], [-2.886, -5.103, 1.845], [-2.170, -4.194, 2.672], [-1.718, -2.967, 2.190], [-3.723, -2.916, -0.586], [-3.769, -5.330, -0.047], [-3.143, -6.122, 2.192], [-1.781, -4.561, 3.598], [-0.963, -2.432, 2.783]]
}


{
  "formula": "C34H55O21PS2",
  "method": "ωB97M-V/def2-TZVPD",
  "molar_mass_g_mol": 894.901,
  "energy_ev": -110109.1940,
  "symbols": ["C", "C", "S", "C", "C", "O", "S", "O", "O", "O", "C", "C", "P", "O", "O", "O", "H", "H", "H", "H", "H", "H", "H", "H", "H", "H", "H", "H", "H", "O", "C", "O", "C", "C", "C", "H", "H", "H", "H", "H", "H", "O", "C", "O", "C", "C", "C", "H", "H", "H", "H", "H", "H", "O", "C", "O", "C", "C", "C", "H", "H", "H", "H", "H", "H", "O", "C", "O", "C", "C", "C", "H", "H", "H", "H", "H", "H", "O", "C", "O", "C", "C", "C", "H", "H", "H", "H", "H", "H", "O", "C", "O", "C", "C", "C", "H", "H", "H", "H", "H", "H", "O", "C", "O", "C", "C", "C", "H", "H", "H", "H", "H", "H"],
  "coordinates": [[7.985, -1.441, 2.068], [6.871, -2.256, 1.339], [6.242, -3.690, 2.346], [4.496, -3.269, 2.829], [3.668, -2.770, 1.600], [4.033, -3.465, 0.386], [2.779, -4.475, -0.058], [3.212, -5.875, -0.268], [2.067, -4.072, -1.304], [1.880, -4.316, 1.347], [2.119, -2.898, 1.602], [1.277, -2.203, 2.696], [-0.079, -1.130, 2.015], [0.008, -0.876, 0.529], [-0.034, 0.360, 2.785], [-1.579, -1.812, 2.315], [8.717, -2.168, 2.494], [8.503, -0.782, 1.332], [7.612, -0.834, 2.922], [7.280, -2.699, 0.406], [6.006, -1.605, 1.066], [4.591, -2.460, 3.594], [4.081, -4.156, 3.349], [3.881, -1.682, 1.571], [1.852, -2.465, 0.600], [1.888, -1.612, 3.417], [0.784, -3.007, 3.299], [0.403, 0.926, 2.132], [-1.808, -2.224, 1.463], [4.066, -0.021, 0.120], [3.615, -0.150, -0.990], [4.376, -0.136, -2.111], [3.523, -0.205, -3.271], [2.232, -0.816, -2.770], [2.160, -0.305, -1.347], [3.382, 0.807, -3.660], [3.997, -0.814, -4.040], [1.364, -0.546, -3.368], [2.313, -1.907, -2.765], [1.672, 0.670, -1.287], [1.671, -1.015, -0.695], [7.067, -3.340, -1.555], [6.574, -3.419, -2.643], [7.280, -3.317, -3.795], [6.380, -3.344, -4.914], [5.125, -4.020, -4.400], [5.107, -3.596, -2.941], [6.196, -2.315, -5.237], [6.838, -3.893, -5.736], [4.228, -3.742, -4.953], [5.236, -5.106, -4.465], [4.599, -2.638, -2.800], [4.667, -4.359, -2.302], [1.173, 3.114, -5.447], [0.231, 2.667, -4.857], [0.209, 1.426, -4.310], [-1.093, 1.154, -3.769], [-1.712, 2.511, -3.528], [-1.101, 3.348, -4.643], [-1.659, 0.562, -4.492], [-0.990, 0.580, -2.848], [-2.799, 2.488, -3.533], [-1.389, 2.902, -2.560], [-1.682, 3.290, -5.566], [-0.964, 4.384, -4.344], [-1.008, 5.933, 6.496], [-0.876, 4.883, 5.940], [0.278, 4.491, 5.341], [0.073, 3.236, 4.674], [-1.125, 2.611, 5.359], [-1.942, 3.831, 5.753], [-0.110, 3.432, 3.613], [0.967, 2.622, 4.770], [-1.663, 1.906, 4.726], [-0.803, 2.079, 6.257], [-2.615, 4.148, 4.954], [-2.495, 3.669, 6.676], [-4.258, 1.312, -1.970], [-3.925, 1.450, -0.825], [-2.901, 2.258, -0.441], [-2.684, 2.123, 0.972], [-3.992, 1.597, 1.526], [-4.514, 0.754, 0.375], [-1.854, 1.428, 1.133], [-2.418, 3.093, 1.394], [-3.874, 1.046, 2.459], [-4.677, 2.427, 1.710], [-4.131, -0.267, 0.415], [-5.601, 0.757, 0.331], [-6.702, 3.481, 1.051], [-6.357, 4.593, 0.767], [-6.512, 5.131, -0.466], [-5.899, 6.429, -0.507], [-5.837, 6.885, 0.936], [-5.661, 5.572, 1.680], [-4.907, 6.331, -0.956], [-6.499, 7.096, -1.125], [-5.045, 7.609, 1.125], [-6.786, 7.344, 1.222], [-4.609, 5.289, 1.766], [-6.132, 5.593, 2.660], [-3.212, -2.096, -0.615], [-4.102, -2.898, -0.574], [-4.064, -4.019, 0.187], [-5.230, -4.817, -0.072], [-6.254, -3.852, -0.634], [-5.381, -2.848, -1.369], [-4.962, -5.602, -0.785], [-5.566, -5.283, 0.853], [-6.999, -4.335, -1.266], [-6.780, -3.353, 0.183], [-5.173, -3.160, -2.394], [-5.810, -1.848, -1.355]]
}


Number 1: HOMO -3.611 eV, frontier orbital gap 5.82 eV, E_LUMO 0.08112 Eh. Number 2: HOMO -8.281 eV, frontier orbital gap 8.22 eV, E_LUMO -0.00222 Eh.